{
  "formula": "C22H69N15O11",
  "method": "ωB97M-V/def2-TZVPD",
  "smiles": "COC[C@H](C)N.COC[C@H](C)N.COC[C@H](C)N.NC(N)=O.NC(N)=O.NC(N)=O.NC(N)=O.NC(N)=O.NC(N)=O.CCO.CCO",
  "e_lumo_ev": -0.10,
  "relative_energy_kcal_mol": 0.0,
  "orbital_gap_ha": 0.3303,
  "total_charge": 0,
  "symbols": ["C", "O", "C", "C", "C", "N", "H", "H", "H", "H", "H", "H", "H", "H", "H", "H", "H", "C", "O", "C", "C", "C", "N", "H", "H", "H", "H", "H", "H", "H", "H", "H", "H", "H", "C", "O", "C", "C", "C", "N", "H", "H", "H", "H", "H", "H", "H", "H", "H", "H", "H", "N", "C", "N", "O", "H", "H", "H", "H", "N", "C", "N", "O", "H", "H", "H", "H", "N", "C", "N", "O", "H", "H", "H", "H", "N", "C", "N", "O", "H", "H", "H", "H", "N", "C", "N", "O", "H", "H", "H", "H", "N", "C", "N", "O", "H", "H", "H", "H", "C", "C", "O", "H", "H", "H", "H", "H", "H", "C", "C", "O", "H", "H", "H", "H", "H", "H"],
  "coordinates": [[0.04854, -2.52426, -4.89018], [0.53802, -3.18791, -3.65925], [1.85035, -3.86400, -3.71482], [2.09740, -4.49229, -2.33352], [3.36838, -5.25054, -2.36331], [1.03443, -5.45976, -2.06454], [-0.89488, -2.03661, -4.64472], [-0.12776, -3.19153, -5.73384], [0.59623, -1.69008, -5.32869], [1.81160, -4.63464, -4.48469], [2.64408, -3.18237, -4.02056], [2.18450, -3.66055, -1.63444], [4.17832, -4.64740, -2.77360], [3.31919, -6.11436, -3.02624], [3.54063, -5.64199, -1.36071], [0.25062, -4.89557, -2.36025], [0.99875, -5.44748, -1.05524], [-4.05442, -0.79632, -1.15025], [-3.94089, 0.55352, -1.01277], [-2.63630, 1.16634, -0.95963], [-2.66250, 2.69592, -1.33474], [-1.18967, 3.25868, -1.67938], [-3.07280, 3.44173, -0.19252], [-4.75743, -1.28135, -0.47304], [-3.09569, -1.29259, -1.30076], [-4.50688, -1.05668, -2.10711], [-2.35195, 1.09160, 0.08997], [-1.92766, 0.54449, -1.50666], [-3.41610, 2.90635, -2.09363], [-1.28015, 4.24580, -2.13270], [-0.67780, 2.59799, -2.37908], [-0.59020, 3.42712, -0.78474], [-3.91172, 2.91319, -0.00025], [-2.51424, 3.23886, 0.62416], [0.34793, 3.98852, 2.01921], [-0.87863, 3.69640, 2.51261], [-0.99170, 3.83670, 3.96063], [-1.49961, 5.16714, 4.40419], [-1.14112, 6.46495, 3.63575], [-1.35113, 5.45385, 5.80587], [0.33231, 4.33542, 0.98600], [1.10166, 3.20896, 2.13006], [0.90074, 4.72109, 2.60728], [-1.62955, 3.02864, 4.31878], [0.01041, 3.60431, 4.32100], [-2.58223, 5.16194, 4.27769], [-0.07503, 6.46862, 3.40870], [-1.39536, 7.38211, 4.16704], [-1.53693, 6.49611, 2.62063], [-1.33249, 4.59863, 6.34286], [-0.34972, 5.58335, 5.78335], [3.22043, 0.99342, -3.21488], [2.08152, 0.82264, -3.88321], [2.19069, 1.00983, -5.12574], [0.94997, 0.56566, -3.39417], [3.88837, 1.63683, -3.61487], [3.23657, 0.67777, -2.25561], [1.29631, 1.24856, -5.52971], [2.98491, 1.36174, -5.64100], [0.94558, 0.59619, -0.45016], [0.51797, -0.65860, -0.09902], [0.08527, -1.36006, -1.19728], [0.46018, -1.04166, 1.01761], [1.21790, 1.36518, 0.14531], [0.86748, 0.72518, -1.44884], [0.27553, -1.05872, -2.14232], [-0.20953, -2.30740, -1.00822], [-3.61496, -3.75623, 0.58392], [-2.37714, -3.65426, 1.03598], [-2.31688, -3.42826, 2.33826], [-1.44311, -3.89170, 0.36744], [-4.31268, -3.22112, 1.08088], [-3.50231, -3.79276, -0.41911], [-3.16540, -3.22659, 2.84761], [-1.43117, -3.57569, 2.80073], [1.30085, 0.71469, 4.14569], [2.43543, 1.11953, 3.73411], [2.53184, 0.82437, 2.48846], [3.23659, 1.63742, 4.44380], [1.14111, 0.43880, 5.10406], [0.77777, 0.31085, 3.38188], [1.76495, 0.36779, 2.01569], [3.27693, 1.31954, 2.01969], [-2.54997, 0.92787, -6.31113], [-1.53175, 1.29856, -5.49594], [-1.57804, 0.56287, -4.40146], [-0.55410, 1.97541, -5.81337], [-2.51872, 1.22280, -7.27660], [-3.30897, 0.33506, -6.00682], [-0.75008, 0.46330, -3.83166], [-2.37207, -0.06058, -4.43180], [2.15129, -4.49983, 4.21640], [1.12172, -3.94128, 3.65379], [1.60153, -3.32088, 2.62314], [-0.06402, -3.97220, 3.99779], [2.02827, -5.23625, 4.89658], [3.13334, -4.43683, 3.98903], [2.60542, -3.26918, 2.52500], [0.94691, -2.97967, 1.93383], [4.28445, -1.12675, -0.07079], [4.88206, 0.32222, -0.43967], [3.88036, 1.27330, -0.57666], [5.16631, -1.75556, 0.05185], [3.52385, -1.40201, -0.80142], [3.88026, -1.21958, 0.93723], [5.26876, 0.12406, -1.43931], [5.73713, 0.65336, 0.14965], [4.23307, 2.02886, -1.05240], [-2.06226, 0.13705, 2.97865], [-3.45818, 0.65447, 3.33417], [-4.04468, 0.02069, 4.45902], [-1.24869, 0.32005, 3.68059], [-1.68531, 0.65383, 2.09606], [-2.16779, -0.93727, 2.82765], [-4.10694, 0.60111, 2.45990], [-3.35111, 1.72589, 3.50356], [-4.18412, -0.83553, 4.04788]],
  "forces_ev_per_a": [[-0.04, -0.43, 0.77], [0.65, 0.76, -1.64], [-1.40, 0.40, -0.11], [0.10, 0.14, -1.89], [1.08, -0.44, -0.27], [0.05, 1.36, 0.20], [-0.11, -0.46, 0.35], [0.04, -0.58, 0.28], [1.04, -0.03, 0.63], [-0.13, -0.30, -0.02], [0.02, 0.36, 0.26], [-0.27, 0.10, 0.36], [0.39, 0.12, 0.57], [-0.37, -0.06, -0.01], [0.55, 0.11, -0.02], [-1.06, -0.46, 0.22], [-0.57, -0.54, 0.37], [0.10, -1.42, -1.65], [-0.28, 2.36, 0.04], [-0.14, -0.34, 0.00], [2.92, -0.61, 0.03], [-1.60, -0.72, -0.57], [-1.69, 0.17, 0.74], [0.52, 0.18, 0.78], [0.32, -0.24, 1.00], [-0.46, 0.32, -0.61], [0.47, 0.21, 0.13], [0.05, 0.17, -0.42], [0.40, -0.26, -0.46], [-0.19, -0.06, -0.13], [0.17, 0.06, 0.03], [-0.18, -0.46, 0.17], [-0.98, 0.67, 0.81], [0.66, 0.08, 0.10], [2.60, 0.71, -0.01], [-2.28, -0.34, 1.06], [1.40, -0.80, -1.48], [-3.20, 1.86, -1.01], [1.28, -0.92, -0.83], [1.84, -0.36, 0.53], [-0.31, -0.08, 0.03], [-0.23, -1.08, -0.38], [-0.39, 0.86, 0.01], [-0.17, 0.08, -0.07], [0.20, 0.18, 0.52], [-0.35, -0.49, -0.31], [0.38, 0.32, 0.43], [-0.16, -0.35, 0.15], [-0.56, -0.15, 0.16], [-0.80, -0.54, 0.27], [0.76, 0.96, 0.91], [0.57, -0.51, 1.23], [-1.37, -0.15, 3.29], [-0.74, 1.11, -6.05], [1.31, -0.46, 0.74], [0.07, -0.43, 0.44], [0.25, 0.61, 0.12], [-0.41, 0.05, -0.61], [0.09, -0.27, 0.54], [-0.13, -0.28, -0.82], [-0.16, 2.36, -3.49], [-0.06, -0.55, 0.64], [0.02, -1.53, 3.88], [-0.16, -0.57, 0.08], [0.29, 0.84, -0.06], [0.15, -0.17, 0.16], [-0.01, -0.03, -0.18], [-1.98, -0.06, -1.60], [-1.47, -0.14, 3.18], [0.04, 0.82, 1.73], [4.37, -0.73, -3.20], [-0.24, -0.13, -0.80], [-1.29, 0.28, -0.16], [0.53, -0.31, 0.15], [0.10, 0.15, 0.62], [-5.96, -1.94, 2.25], [1.15, 0.41, 1.68], [2.45, 0.23, -5.24], [3.02, 1.81, 1.52], [-0.05, 0.18, -0.30], [-0.85, -0.48, 1.15], [0.53, -0.07, -0.55], [-0.27, -0.42, -0.63], [-0.90, 1.00, -1.91], [1.61, -1.20, -0.98], [-1.12, -0.47, 1.70], [-0.52, 0.58, -0.37], [-0.21, 0.06, 0.33], [0.27, 0.33, -0.22], [0.02, -0.03, 0.11], [0.68, -0.24, 1.08], [2.82, -4.02, 4.93], [-1.85, 0.37, -0.09], [-0.23, 2.59, -3.77], [0.57, -0.49, 0.07], [-0.42, 0.40, 0.18], [-0.61, 0.40, -0.57], [-0.64, 0.21, -0.63], [0.39, 0.65, -0.17], [1.09, 2.04, 0.98], [0.04, -2.78, -0.63], [-0.85, 0.82, 0.79], [-0.08, -0.44, -0.94], [0.35, -0.32, -0.04], [-0.52, 0.65, -0.01], [0.48, 0.02, -0.24], [-0.24, -0.12, 0.52], [0.06, 0.22, 0.15], [-0.34, -0.18, -0.09], [1.29, 1.59, -0.15], [0.19, -0.10, -0.80], [-0.60, -0.02, 0.67], [-0.29, -0.30, -0.42], [0.56, -0.03, -0.36], [-0.14, -0.31, -0.17], [-0.33, 0.10, 0.49], [-0.40, -0.58, 0.83]],
  "lowdin_charge": [-0.071, -0.222, -0.155, -0.483, -0.089, 0.070, 0.062, 0.081, 0.069, 0.125, 0.119, 0.123, 0.077, 0.083, 0.082, 0.055, 0.073, -0.160, -0.181, -0.149, -0.375, -0.025, 0.027, 0.076, 0.077, 0.075, 0.100, 0.085, 0.135, 0.071, 0.042, 0.039, 0.066, 0.050, -0.166, -0.182, -0.150, -0.461, -0.046, 0.041, 0.086, 0.070, 0.081, 0.116, 0.120, 0.132, 0.058, 0.081, 0.079, 0.071, 0.071, 0.194, -0.674, 0.204, -0.049, 0.121, 0.064, 0.088, 0.133, 0.185, -0.688, 0.191, 0.037, 0.090, 0.043, 0.060, 0.078, 0.160, -0.802, 0.180, 0.063, 0.099, 0.110, 0.105, 0.056, 0.184, -0.867, 0.185, 0.061, 0.135, 0.078, 0.063, 0.114, 0.146, -0.680, 0.168, 0.006, 0.110, 0.100, 0.050, 0.102, 0.149, -0.732, 0.179, 0.020, 0.118, 0.114, 0.111, 0.084, -0.042, -0.294, -0.124, 0.069, 0.061, 0.046, 0.093, 0.112, 0.095, -0.071, -0.318, -0.054, 0.055, 0.054, 0.053, 0.107, 0.096, 0.066]
}



{
  "formula": "H3O5",
  "method": "ωB97M-V/def2-TZVPD",
  "e_lumo_ev": [-8.26, -7.45],
  "relative_energy_kcal_mol": 22.7,
  "orbital_gap_ha": [0.3178, 0.3479],
  "total_charge": 1,
  "symbols": ["O", "O", "O", "O", "O", "H", "H", "H"],
  "coordinates": [[1.88605, -0.04455, -0.01186], [-1.72081, 0.65052, -0.15171], [-0.66949, -1.22018, -0.10200], [0.93381, 0.81746, 0.10007], [-0.63197, -0.01228, 0.48460], [2.30269, 0.20390, -0.98324], [-1.61483, 1.59851, 0.10083], [-0.48546, -1.99338, 0.56332]],
  "forces_ev_per_a": [[0.90, 1.53, -3.09], [0.56, -0.15, -0.02], [0.39, -2.03, -0.20], [1.21, 0.65, 0.35], [-1.81, -0.53, 0.69], [-1.18, -1.41, 2.59], [0.24, -0.33, 0.23], [-0.31, 2.27, -0.56]],
  "lowdin_charge": [0.102, 0.163, 0.110, 0.042, -0.077, 0.257, 0.170, 0.233]
}



Which molecular weight belongs to each record? In order, 719.9 83.0 g/mol.